117
Properties=species:S:1:pos:R:3:forces:R:3:lowdin_charge:R:1 method="wB97M-V/def2-TZVPD" e_tot_ev=-54841.80010 e_homo_ev=-9.437 homo_lumo_gap_ev=9.652 fmax_ev_per_a=1.7 e_lumo_ev=0.2 total_charge=0
C 0.489 3.966 6.279 -0.011 -0.140 0.258 -0.09
C -0.321 3.003 5.443 -0.160 0.002 -1.087 -0.31
O -0.110 3.211 4.018 0.459 -0.474 0.758 -0.12
H 1.551 3.722 6.220 0.048 0.158 -0.040 0.07
H 0.193 3.935 7.336 0.024 -0.106 -0.179 0.08
H 0.315 4.976 5.919 0.127 0.140 -0.060 0.07
H -1.391 3.168 5.605 0.088 -0.057 0.007 0.11
H -0.102 1.957 5.687 -0.030 0.078 0.107 0.10
H 0.677 2.683 3.745 -0.565 0.510 0.207 0.04
C -0.131 2.717 -2.710 0.048 0.444 0.197 -0.08
C 1.136 2.953 -3.506 0.139 0.462 -0.172 -0.30
O 1.844 4.119 -3.025 -0.073 -0.479 -0.116 -0.09
H -0.819 3.553 -2.875 -0.149 -0.242 -0.130 0.08
H 0.071 2.729 -1.636 0.179 -0.164 -0.015 0.07
H -0.600 1.765 -2.952 -0.097 0.071 -0.160 0.04
H 0.914 3.106 -4.571 -0.086 -0.141 0.122 0.11
H 1.817 2.101 -3.457 0.061 0.129 0.218 0.10
H 1.425 4.896 -3.409 0.005 -0.051 0.070 0.08
C 0.851 -5.388 -3.940 -0.024 -1.145 0.536 -0.10
C 1.177 -4.080 -4.570 0.059 0.235 -0.368 -0.35
O 0.227 -3.126 -4.130 0.164 0.423 -0.097 -0.09
H 0.973 -5.366 -2.852 -0.153 0.189 -0.123 0.08
H 1.490 -6.209 -4.285 0.060 0.256 -0.163 0.08
H -0.173 -5.689 -4.167 -0.018 0.151 0.060 0.08
H 1.134 -4.184 -5.666 0.078 0.084 0.084 0.11
H 2.191 -3.758 -4.301 0.006 -0.034 -0.029 0.11
H 0.625 -2.256 -4.308 -0.120 -0.175 0.196 0.03
C -1.064 -3.440 1.895 0.179 -0.183 -0.230 -0.09
C -0.535 -3.062 3.234 0.031 -0.343 1.653 -0.29
O 0.078 -4.254 3.834 -0.138 0.957 -0.328 -0.10
H -0.267 -3.867 1.281 -0.015 0.182 -0.125 0.08
H -1.507 -2.563 1.432 0.014 0.013 -0.192 0.05
H -1.832 -4.201 2.000 -0.077 -0.014 -0.002 0.08
H -1.360 -2.738 3.893 0.084 -0.138 -0.262 0.10
H 0.165 -2.210 3.258 0.062 -0.378 -0.437 0.09
H 0.410 -3.988 4.700 -0.068 -0.124 -0.083 0.07
C -2.816 0.083 4.595 -0.343 -0.430 0.023 -0.08
C -1.880 0.451 3.482 0.205 0.375 -1.212 -0.32
O -2.195 -0.288 2.285 0.217 -0.158 0.154 -0.13
H -2.675 -0.948 4.931 0.062 0.091 -0.001 0.06
H -3.852 0.164 4.254 0.081 0.070 0.000 0.08
H -2.688 0.755 5.444 0.070 -0.016 0.026 0.07
H -0.822 0.269 3.734 -0.227 0.113 0.151 0.10
H -1.998 1.522 3.244 0.242 -0.207 0.241 0.10
H -1.501 -0.088 1.618 -0.309 0.100 0.760 0.04
C 0.993 -0.943 -6.911 -0.610 -0.656 -0.234 -0.08
C 1.080 -0.089 -5.663 1.205 -0.018 -0.209 -0.28
O 1.854 -0.736 -4.616 -0.456 0.152 -0.360 -0.11
H 0.626 -0.383 -7.777 0.117 0.159 0.171 0.08
H 0.289 -1.777 -6.790 0.169 0.097 0.155 0.08
H 1.958 -1.382 -7.184 0.021 0.212 0.086 0.08
H 0.107 0.124 -5.235 -0.100 0.075 0.030 0.10
H 1.604 0.838 -5.933 -0.344 0.069 0.240 0.11
H 2.726 -0.929 -4.984 -0.129 -0.012 0.089 0.09
C 0.075 -0.447 -1.008 -0.340 -0.137 0.238 -0.07
C 0.977 0.087 0.075 0.121 0.732 0.648 -0.26
O 0.209 0.744 1.140 0.719 -0.746 -0.911 -0.12
H -0.469 -1.339 -0.694 -0.043 0.033 0.128 0.07
H 0.651 -0.733 -1.890 0.041 0.132 -0.007 0.07
H -0.649 0.323 -1.267 -0.047 -0.035 -0.152 0.05
H 1.643 0.851 -0.363 -0.033 -0.254 0.131 0.11
H 1.596 -0.721 0.498 -0.116 0.217 -0.033 0.11
H 0.872 1.125 1.753 -0.352 0.035 -0.177 0.04
C -3.562 1.883 0.270 0.004 -0.230 0.321 -0.08
C -2.832 3.209 0.390 0.008 -0.439 -0.614 -0.32
O -3.679 4.198 0.929 -0.202 0.530 0.539 -0.07
H -4.032 1.635 1.226 0.085 0.020 -0.060 0.07
H -2.861 1.073 0.059 0.000 0.038 -0.128 0.05
H -4.347 1.876 -0.488 0.065 0.216 -0.068 0.07
H -2.528 3.561 -0.604 0.200 -0.132 0.058 0.10
H -1.942 3.092 1.010 0.102 -0.077 -0.050 0.10
H -3.271 4.503 1.746 -0.213 0.076 -0.060 0.08
C 3.339 -3.664 2.523 0.479 0.181 -0.481 -0.09
C 4.805 -3.316 2.730 0.207 0.147 0.073 -0.33
O 5.523 -4.273 3.499 -0.049 -0.122 -0.133 -0.08
H 3.311 -4.498 1.816 -0.353 0.064 0.010 0.08
H 2.859 -2.787 2.074 -0.173 -0.276 -0.054 0.06
H 2.795 -3.954 3.415 0.094 0.071 0.216 0.07
H 4.948 -2.364 3.245 -0.149 -0.091 0.119 0.10
H 5.282 -3.190 1.746 -0.070 -0.021 0.077 0.11
H 5.538 -5.098 3.000 -0.003 0.058 0.130 0.08
C 1.859 4.663 0.604 -0.149 0.051 -0.291 -0.07
C 3.279 4.174 0.503 0.353 -0.183 0.485 -0.26
O 3.836 4.010 1.856 -0.425 0.223 -0.861 -0.10
H 1.828 5.729 0.821 -0.029 -0.007 0.211 0.08
H 1.273 4.121 1.345 0.031 -0.015 0.061 0.07
H 1.386 4.516 -0.369 -0.033 0.007 -0.005 0.06
H 3.872 4.899 -0.058 0.099 -0.096 0.065 0.11
H 3.333 3.210 -0.020 -0.005 0.129 0.126 0.11
H 4.790 4.120 1.809 -0.027 -0.114 0.050 0.09
C -4.938 -2.873 -1.437 0.450 0.229 0.022 -0.09
C -3.842 -3.730 -0.793 -0.225 0.236 -0.451 -0.32
O -4.054 -3.956 0.592 -0.113 0.082 -0.161 -0.09
H -4.908 -1.840 -1.063 -0.092 -0.231 0.102 0.07
H -5.922 -3.301 -1.254 -0.025 0.015 0.043 0.07
H -4.781 -2.799 -2.519 -0.001 -0.137 0.088 0.07
H -2.856 -3.284 -0.972 -0.027 0.082 0.064 0.10
H -3.826 -4.698 -1.297 -0.030 -0.121 0.285 0.11
H -4.102 -3.093 1.023 0.052 -0.108 0.009 0.08
C -2.879 0.420 -3.970 0.380 -0.112 0.454 -0.09
C -2.845 1.242 -5.213 -0.071 0.637 -0.446 -0.34
O -2.903 0.374 -6.342 0.208 0.072 -0.044 -0.08
H -2.951 1.092 -3.113 -0.135 -0.131 0.122 0.07
H -1.962 -0.166 -3.855 -0.094 -0.060 -0.042 0.07
H -3.722 -0.265 -3.987 -0.128 -0.022 0.082 0.08
H -1.939 1.870 -5.247 -0.052 -0.191 0.016 0.10
H -3.693 1.944 -5.218 0.044 -0.169 -0.085 0.11
H -2.630 0.869 -7.120 -0.110 -0.048 -0.010 0.08
C 2.442 -0.202 3.815 -0.341 -0.625 -0.338 -0.07
C 3.124 1.012 3.255 0.157 0.594 -0.384 -0.26
O 2.144 1.983 2.811 0.856 0.216 -0.261 -0.15
H 3.169 -1.008 3.951 0.035 0.232 0.436 0.07
H 1.714 -0.653 3.127 0.055 0.436 -0.104 0.05
H 1.902 0.025 4.733 0.157 -0.073 0.149 0.08
H 3.776 0.752 2.407 -0.206 -0.043 0.100 0.12
H 3.767 1.483 4.008 -0.103 -0.089 -0.001 0.12
H 2.660 2.755 2.441 -0.437 -0.770 0.570 0.07

=====

127
Properties=species:S:1:pos:R:3:forces:R:3:lowdin_charge:R:1 method="wB97M-V/def2-TZVPD" smiles="C=CCc1c(COC(F)(F)F)c(C[C@@H](C)Br)c(CCCC(F)(F)C(F)(F)F)c2nc([PH2]=N)c(CC(=O)Cl)nc12.BrCCBr.BrCCBr.BrCCBr.BrCCBr.BrCCBr.BrCCBr.BrCCBr.BrCCBr" e_tot_ev=-1284191.55518 e_homo_ev=-8.837 homo_lumo_gap_ev=8.187 fmax_ev_per_a=2.0 e_lumo_ev=-0.6 total_charge=0
C 0.283 -3.451 -0.047 0.046 -0.035 -0.043 0.03
C 0.234 -2.623 -1.077 -0.246 -0.340 0.233 -0.16
C 0.359 -1.140 -1.012 0.554 -0.037 0.285 -0.19
C 0.460 -0.609 0.385 -0.523 0.163 -0.213 -0.10
C -0.607 -0.120 1.101 0.336 -0.179 0.266 -0.07
C -1.965 -0.111 0.480 0.134 0.033 -0.194 -0.08
O -2.900 -0.856 1.290 0.020 0.225 0.054 0.06
C -3.859 -1.485 0.604 0.044 0.023 0.393 -0.74
F -4.787 -1.890 1.469 -0.188 -0.114 0.180 0.17
F -4.457 -0.693 -0.294 -0.125 0.164 -0.293 0.17
F -3.407 -2.557 -0.043 0.082 -0.209 -0.299 0.18
C -0.451 0.404 2.428 0.238 -0.256 -0.244 -0.15
C -1.643 0.926 3.172 -0.094 0.523 -0.159 -0.17
C -2.336 2.199 2.634 -0.098 -0.507 0.686 -0.70
C -2.975 2.999 3.769 -0.216 -0.227 -0.606 -0.22
Br -1.152 3.320 1.590 0.088 0.128 -0.262 0.77
C 0.793 0.392 3.004 -0.352 0.346 0.300 -0.12
C 1.109 0.925 4.370 0.453 -0.077 0.172 -0.11
C 1.481 -0.123 5.444 -0.374 -0.061 -0.081 -0.14
C 1.252 -1.592 5.119 -0.114 0.061 0.458 -0.07
C -0.190 -2.056 5.180 0.346 -0.436 -0.048 -0.44
F -0.741 -2.145 3.945 -0.249 0.245 -0.281 0.13
F -0.966 -1.247 5.933 -0.307 0.171 0.057 0.13
C -0.306 -3.480 5.756 0.171 -0.253 -0.538 -0.58
F -0.035 -3.514 7.055 -0.047 0.082 0.340 0.18
F 0.580 -4.268 5.128 0.224 -0.097 -0.032 0.16
F -1.504 -4.006 5.536 -0.385 0.070 0.265 0.18
C 1.889 -0.123 2.279 0.358 -0.055 0.196 -0.14
N 3.105 -0.141 2.889 -0.225 0.042 -0.016 0.17
C 4.092 -0.665 2.232 0.361 -0.146 -0.054 -0.33
P 5.685 -0.692 3.138 -0.446 0.764 1.780 0.72
N 5.526 -0.046 4.552 -0.009 0.047 -0.161 -0.31
C 3.926 -1.195 0.935 0.099 -0.130 -0.485 -0.26
C 5.100 -1.845 0.248 -0.076 0.393 0.310 -0.15
C 4.775 -2.161 -1.168 0.107 0.231 -0.191 -0.82
O 4.318 -3.173 -1.549 -0.270 -0.836 -0.338 0.07
Cl 5.160 -0.862 -2.299 0.056 0.251 -0.105 0.67
N 2.790 -1.162 0.310 -0.228 0.140 0.239 0.23
C 1.736 -0.627 0.987 0.094 -0.030 -0.199 -0.12
H 0.459 -3.128 0.963 -0.123 0.225 0.302 0.06
H 0.181 -4.510 -0.187 0.042 -0.333 -0.122 0.05
H 0.126 -3.055 -2.057 -0.102 0.011 -0.365 0.07
H -0.405 -0.645 -1.585 -0.291 0.103 -0.181 0.05
H 1.292 -0.892 -1.505 0.207 0.171 -0.310 0.07
H -2.290 0.913 0.356 -0.391 0.271 0.165 0.11
H -1.952 -0.533 -0.508 0.087 -0.324 -0.288 0.12
H -2.421 0.178 3.189 -0.151 -0.359 0.123 0.12
H -1.406 1.138 4.199 0.336 -0.141 0.284 0.09
H -3.148 1.873 2.008 -0.003 0.160 -0.724 0.07
H -4.036 3.094 3.585 -0.332 0.049 -0.031 0.04
H -2.597 4.005 3.805 0.316 0.254 0.244 0.01
H -2.871 2.490 4.719 0.183 0.026 0.282 0.06
H 1.969 1.570 4.255 0.235 0.212 -0.009 0.12
H 0.330 1.555 4.760 -0.387 0.169 -0.049 0.10
H 2.511 -0.024 5.748 0.407 0.113 -0.217 0.10
H 0.898 0.094 6.329 -0.116 0.074 0.302 0.11
H 1.781 -2.159 5.874 0.209 -0.179 0.206 0.13
H 1.658 -1.909 4.170 0.082 0.002 -0.283 0.12
H 6.591 0.014 2.323 0.012 -0.375 -0.413 0.00
H 6.088 -2.032 3.244 0.164 -0.152 -0.789 0.02
H 5.775 -0.690 5.288 0.036 0.075 0.197 -0.04
H 5.325 -2.781 0.743 0.165 -0.285 0.150 0.13
H 5.950 -1.175 0.301 0.316 0.009 -0.024 0.10
Br 2.488 1.576 -3.015 0.011 -0.036 -0.013 0.63
C 2.123 1.043 -4.854 0.006 0.082 0.156 -0.65
C 0.648 1.045 -5.143 -0.155 -0.104 -0.251 -0.70
Br -0.273 -0.504 -4.403 0.030 0.059 -0.029 0.70
H 2.584 0.072 -5.004 -0.008 -0.030 0.007 0.05
H 2.625 1.784 -5.471 -0.026 0.000 -0.051 0.06
H 0.451 0.981 -6.212 0.177 0.033 0.040 -0.01
H 0.150 1.921 -4.738 0.041 -0.023 0.006 -0.03
Br 1.780 -5.636 -3.080 -0.063 -0.065 -0.012 0.64
C 3.575 -6.366 -2.971 -0.015 0.231 0.053 -0.70
C 4.079 -6.826 -4.311 0.046 -0.185 0.004 -0.70
Br 3.281 -8.516 -4.851 -0.029 0.043 -0.028 0.60
H 3.543 -7.167 -2.241 0.018 -0.053 -0.014 0.05
H 4.189 -5.551 -2.593 0.007 0.015 -0.025 0.04
H 5.149 -7.013 -4.269 0.015 0.017 0.030 0.06
H 3.864 -6.113 -5.100 -0.009 0.044 0.002 0.05
Br 8.970 0.230 4.631 0.353 -0.156 -0.043 0.60
C 9.176 2.007 5.380 -0.179 -0.084 0.038 -0.69
C 8.084 2.919 4.888 0.000 0.169 -0.022 -0.70
Br 8.385 3.480 3.050 -0.047 -0.061 -0.010 0.59
H 10.170 2.351 5.117 0.003 0.045 -0.040 0.05
H 9.107 1.883 6.458 -0.037 0.003 0.013 0.06
H 8.062 3.836 5.473 0.031 0.008 0.016 0.06
H 7.108 2.441 4.915 -0.006 -0.063 0.011 0.03
Br -2.591 4.232 -6.313 -0.076 0.015 -0.178 0.64
C -3.539 2.635 -6.894 0.029 0.070 0.133 -0.67
C -2.672 1.408 -6.800 0.042 -0.083 -0.122 -0.67
Br -1.354 1.333 -8.228 -0.007 0.051 -0.015 0.63
H -3.887 2.831 -7.902 0.016 -0.043 -0.043 0.05
H -4.391 2.541 -6.226 0.005 -0.009 0.033 0.06
H -3.271 0.508 -6.913 -0.033 0.009 -0.003 0.07
H -2.121 1.360 -5.867 -0.061 0.005 0.042 0.01
Br -10.080 -2.238 3.413 0.004 -0.057 0.026 0.60
C -8.225 -2.820 3.356 -0.086 0.194 -0.017 -0.70
C -7.858 -3.399 2.017 0.083 -0.214 -0.002 -0.71
Br -8.573 -5.193 1.784 -0.046 0.043 -0.028 0.61
H -8.095 -3.530 4.165 0.025 -0.037 0.002 0.05
H -7.636 -1.927 3.553 0.035 -0.001 -0.023 0.06
H -6.779 -3.505 1.935 0.020 0.024 0.028 0.04
H -8.228 -2.805 1.190 -0.016 0.049 0.004 0.05
Br -4.317 4.922 5.835 -0.169 0.282 0.214 0.72
C -5.924 6.016 5.864 0.116 -0.092 0.189 -0.68
C -7.137 5.214 5.477 -0.108 0.088 -0.173 -0.70
Br -7.194 4.879 3.562 0.032 -0.063 0.030 0.61
H -5.746 6.852 5.197 -0.034 0.014 -0.038 0.05
H -6.020 6.379 6.885 -0.032 -0.016 0.015 0.06
H -8.046 5.764 5.705 0.005 0.031 0.011 0.06
H -7.165 4.245 5.963 0.017 -0.010 0.043 0.05
Br -1.993 -2.132 -10.600 -0.054 0.018 -0.017 0.60
C -1.921 -1.466 -12.425 0.114 -0.119 0.135 -0.70
C -1.465 -0.033 -12.480 -0.123 0.124 -0.086 -0.70
Br -2.870 1.194 -11.936 0.004 0.006 0.015 0.59
H -2.909 -1.603 -12.849 -0.022 0.028 -0.033 0.05
H -1.210 -2.108 -12.940 0.023 0.021 -0.023 0.06
H -1.217 0.247 -13.501 0.003 -0.033 -0.023 0.06
H -0.616 0.158 -11.834 0.027 -0.038 0.023 0.05
Br 2.130 5.788 -2.015 -0.034 -0.086 0.030 0.61
C 1.452 5.352 -3.781 0.048 0.164 0.086 -0.70
C -0.053 5.343 -3.836 -0.079 -0.169 -0.090 -0.68
Br -0.820 3.751 -3.021 0.017 0.136 0.232 0.62
H 1.883 4.394 -4.046 -0.008 -0.085 -0.016 0.01
H 1.846 6.125 -4.438 -0.049 0.001 -0.033 0.06
H -0.386 5.321 -4.871 0.032 0.007 -0.007 0.00
H -0.497 6.193 -3.329 0.035 0.033 0.020 0.05